Record 1
Here is C38H33NO in the gas phase from the OMol25 dataset. Energies are from ωB97M-V with the def2-TZVPD basis set.

Output
Charge = 0
Frontier orbital gap = 8.638 eV
Relative energy (zero: lowest compared OMol25 entry of this formula, charge and spin) = 2.7 kcal per mole
Structure (SMILES) = Cc1ccc(-c2cccc([C@H]3CC=C[C@H]4[C@@H]3C(=O)N(Cc3ccccc3)[C@@H]4c3ccc4ccccc4c3)c2)cc1

Element x y z (Å)
C  8.89  1.74  -2.27
C  7.74  0.89  -1.82
C  6.54  1.48  -1.44
C  5.47  0.71  -1.05
C  5.56  -0.68  -1.02
C  6.76  -1.27  -1.40
C  7.84  -0.49  -1.80
H  8.76  -0.97  -2.10
H  6.86  -2.35  -1.41
C  4.42  -1.51  -0.60
C  4.61  -2.63  0.20
C  3.52  -3.40  0.58
C  2.24  -3.08  0.16
C  2.03  -1.96  -0.64
C  3.13  -1.19  -1.01
H  2.97  -0.33  -1.65
C  0.67  -1.52  -1.12
C  -0.35  -2.66  -1.26
C  -0.84  -3.11  0.08
C  -1.02  -2.25  1.07
C  -0.84  -0.78  0.89
C  0.13  -0.38  -0.24
C  -0.65  0.59  -1.11
O  -0.23  1.16  -2.10
N  -1.90  0.72  -0.62
C  -2.95  1.44  -1.30
C  -3.95  0.48  -1.88
C  -3.58  -0.35  -2.93
C  -4.46  -1.28  -3.44
C  -5.73  -1.41  -2.89
C  -6.10  -0.60  -1.83
C  -5.22  0.34  -1.33
H  -5.51  0.97  -0.50
H  -7.09  -0.69  -1.40
H  -6.42  -2.14  -3.28
H  -4.16  -1.92  -4.26
H  -2.59  -0.24  -3.36
H  -2.46  2.02  -2.09
H  -3.44  2.13  -0.60
C  -2.21  -0.15  0.49
C  -2.85  0.61  1.63
C  -2.34  1.81  2.04
C  -2.93  2.53  3.10
C  -2.42  3.77  3.54
C  -3.01  4.45  4.57
C  -4.15  3.91  5.21
C  -4.66  2.71  4.80
C  -4.07  1.99  3.75
C  -4.58  0.75  3.30
C  -3.98  0.08  2.27
H  -4.38  -0.87  1.93
H  -5.45  0.34  3.79
H  -5.53  2.29  5.29
H  -4.60  4.46  6.02
H  -2.62  5.40  4.90
H  -1.55  4.18  3.04
H  -1.47  2.23  1.55
H  -2.90  -0.93  0.16
H  0.98  0.16  0.17
H  -0.51  -0.34  1.83
H  -1.37  -2.58  2.04
H  -1.02  -4.17  0.22
H  0.10  -3.49  -1.80
H  -1.20  -2.29  -1.84
H  0.82  -1.08  -2.12
H  1.41  -3.69  0.47
H  3.67  -4.27  1.20
H  5.60  -2.89  0.54
H  4.55  1.18  -0.74
H  6.45  2.56  -1.44
H  9.84  1.21  -2.13
H  8.79  1.97  -3.33
H  8.93  2.68  -1.72

=====

Record 2
Here is 2 unconnected molecules or ions with the total composition C7H14NS from the OMol25 dataset. Energies are from ωB97M-V with the def2-TZVPD basis set.

Output
Charge = +1
Frontier orbital gap (spin up / spin down) = 7.374 / 7.573 eV
Relative energy (zero: lowest compared OMol25 entry of this formula, charge and spin) = 132.0 kcal per mole

Element x y z (Å)
C  -1.50  -0.52  2.04
C  -0.56  -0.99  1.47
C  -2.60  0.48  2.03
C  1.64  1.58  0.21
C  2.47  -0.58  -0.65
C  -1.91  -1.47  -1.58
C  0.10  0.02  -1.01
N  1.48  0.48  -0.84
S  -0.32  -1.51  -1.59
H  -3.07  0.84  2.92
H  -3.47  0.04  1.59
H  -2.31  1.37  1.48
H  0.89  2.40  -0.02
H  1.54  1.29  1.24
H  2.63  2.02  -0.03
H  3.41  -0.25  -0.42
H  2.15  -1.20  0.15
H  2.62  -1.10  -1.47
H  -2.58  -0.60  -1.73
H  0.20  -1.61  1.20
H  -2.20  -2.46  -1.84
H  -0.42  0.88  -1.48
H  1.79  0.87  -1.68

=====

Record 3
Here is C5H2O in the gas phase from the OMol25 dataset. Energies are from ωB97M-V with the def2-TZVPD basis set.

Output
Charge = 0
Frontier orbital gap = 9.075 eV
Relative energy (zero: lowest compared OMol25 entry of this formula, charge and spin) = 35.1 kcal per mole
Structure (SMILES) = C#CC#CC=O

Element x y z (Å)
O  -1.77  -1.26  0.24
C  -1.86  -0.08  0.52
C  -0.77  0.82  0.23
C  0.34  1.26  0.00
C  1.48  0.48  -0.09
C  2.12  -0.53  0.07
H  -2.72  0.37  1.01
H  2.62  -1.43  0.33

=====

Record 4
Here is a molecular structure, C34H37BO4S from the OMol25 dataset. Energies are from ωB97M-V with the def2-TZVPD basis set.

Output
Charge = 0
Frontier orbital gap = 4.921 eV
Relative energy (zero: lowest compared OMol25 entry of this formula, charge and spin) = 45.5 kcal per mole

Element x y z (Å)
C  -5.41  2.98  -2.58
C  -4.76  1.61  -2.83
C  -3.50  1.68  -2.02
C  -3.47  2.93  -1.36
O  -4.54  3.72  -1.66
C  -2.35  3.35  -0.63
C  -1.24  2.55  -0.65
C  -1.19  1.30  -1.37
C  0.06  0.64  -1.56
C  1.11  1.28  -2.21
C  2.47  0.86  -2.03
C  3.50  1.66  -2.44
C  3.22  2.88  -3.12
O  4.29  3.69  -3.28
C  5.44  3.01  -2.66
C  4.98  1.62  -2.19
C  1.91  3.25  -3.47
C  0.87  2.46  -3.04
C  -2.40  0.85  -1.95
H  -5.50  3.57  -3.51
H  -6.40  2.89  -2.12
H  -5.41  0.79  -2.52
H  -4.54  1.48  -3.89
H  -2.37  4.30  -0.09
H  -0.33  2.86  -0.13
H  0.33  -0.47  -0.88
H  2.66  -0.09  -1.50
H  6.24  2.96  -3.40
H  5.76  3.64  -1.82
H  5.24  1.44  -1.15
H  5.47  0.84  -2.78
H  1.73  4.16  -4.03
H  -0.17  2.71  -3.26
H  -2.44  -0.14  -2.44
C  1.01  -5.50  -1.42
C  0.42  -4.17  -1.20
C  -0.91  -3.79  -1.29
C  -1.12  -2.39  -1.02
C  0.08  -1.69  -1.08
B  0.20  -0.92  1.81
C  1.16  0.25  1.68
C  2.55  0.05  1.51
C  3.41  1.13  1.71
C  2.90  2.38  2.05
C  1.52  2.58  2.15
C  0.65  1.52  1.93
O  -1.17  -0.86  1.60
C  -1.57  -1.52  2.83
C  -1.61  -0.44  3.91
C  -2.94  -2.11  2.67
C  -0.40  -2.60  3.08
C  0.16  -2.63  4.49
C  -0.73  -4.00  2.61
O  0.67  -2.15  2.23
S  1.37  -2.78  -0.69
H  0.46  -6.08  -2.17
H  2.05  -5.40  -1.75
H  1.01  -6.07  -0.49
H  -1.74  -4.43  -1.57
H  -2.09  -1.93  -0.87
H  2.94  -0.93  1.24
H  4.49  0.99  1.60
H  3.57  3.22  2.23
H  1.11  3.55  2.40
H  -0.43  1.66  1.94
H  -1.94  -0.87  4.87
H  -0.65  0.07  4.05
H  -2.34  0.33  3.61
H  -3.23  -2.63  3.59
H  -3.66  -1.30  2.49
H  -2.99  -2.81  1.83
H  -0.64  -2.91  5.18
H  0.96  -3.37  4.54
H  0.58  -1.65  4.78
H  -1.51  -4.44  3.24
H  -1.05  -4.00  1.57
H  0.16  -4.63  2.70

=====

Q: Which of these has the highest charge?
A: C7H14NS

=====

Copy entry 2 word for word.
Here is 2 unconnected molecules or ions with the total composition C7H14NS from the OMol25 dataset. Energies are from ωB97M-V with the def2-TZVPD basis set.

Output
Charge = +1
Frontier orbital gap (spin up / spin down) = 7.374 / 7.573 eV
Relative energy (zero: lowest compared OMol25 entry of this formula, charge and spin) = 132.0 kcal per mole

Element x y z (Å)
C  -1.50  -0.52  2.04
C  -0.56  -0.99  1.47
C  -2.60  0.48  2.03
C  1.64  1.58  0.21
C  2.47  -0.58  -0.65
C  -1.91  -1.47  -1.58
C  0.10  0.02  -1.01
N  1.48  0.48  -0.84
S  -0.32  -1.51  -1.59
H  -3.07  0.84  2.92
H  -3.47  0.04  1.59
H  -2.31  1.37  1.48
H  0.89  2.40  -0.02
H  1.54  1.29  1.24
H  2.63  2.02  -0.03
H  3.41  -0.25  -0.42
H  2.15  -1.20  0.15
H  2.62  -1.10  -1.47
H  -2.58  -0.60  -1.73
H  0.20  -1.61  1.20
H  -2.20  -2.46  -1.84
H  -0.42  0.88  -1.48
H  1.79  0.87  -1.68

=====

Q: Look up the charge of the first one.
A: 0